# 1
{
  "formula": "C12H10BrN2O4",
  "method": "the ωB97M-V functional and the def2-TZVPD basis",
  "elements": ["C", "C", "O", "N", "C", "C", "O", "N", "C", "O", "C", "C", "C", "C", "C", "C", "C", "O", "H", "H", "H", "H", "H", "H", "H", "H", "H", "H", "Br"],
  "coordinates": [[2.9232, -1.5488, 0.4917], [1.7818, -0.5011, 0.2407], [1.3813, 0.1302, 1.1949], [1.3241, -0.3661, -1.1345], [1.5836, 0.9430, -1.6968], [1.5537, 2.2932, -0.9176], [1.8825, 0.9875, -2.9179], [-0.0095, -0.8456, -1.3429], [-0.4921, -1.8244, -0.3734], [-0.1780, -2.9731, -0.2499], [-1.5131, -1.0755, 0.5307], [-2.0732, -1.3767, 1.8308], [-3.0564, -0.4336, 2.3595], [-3.4803, 0.7813, 1.6424], [-2.8750, 1.1025, 0.3398], [-1.9146, 0.1554, -0.1651], [-1.0904, 0.0922, -1.4885], [-1.4755, 0.7472, -2.4176], [3.8712, -1.0234, 0.1663], [2.8352, -2.4480, -0.1657], [3.0496, -1.7823, 1.5752], [0.5951, 2.3140, -0.3229], [2.3761, 2.2510, -0.1426], [1.6608, 3.1728, -1.5948], [-1.7407, -2.2903, 2.3681], [-3.5477, -0.6090, 3.3451], [-4.2530, 1.4471, 2.0787], [-3.1178, 2.0086, -0.2519], [3.9993, 0.6721, -2.9818]],
  "atomic_forces_ev_per_a": [[0.4, 0.9, -1.0], [1.1, -1.1, 1.6], [-0.4, -0.1, -1.0], [1.4, 0.8, 0.5], [-0.7, 1.6, -3.1], [0.0, -1.6, 1.3], [-3.6, -0.1, 2.9], [-2.0, -1.0, -0.1], [-0.7, 1.2, 1.3], [0.4, 0.5, -0.3], [-1.8, 1.9, 0.4], [-0.4, 1.4, -1.4], [0.3, 0.7, -1.3], [1.9, -1.5, -1.2], [0.4, -2.0, 1.1], [0.6, -2.1, 1.4], [-1.8, 1.9, 1.7], [1.3, -0.6, -0.4], [-0.9, -0.5, 0.1], [-0.1, 0.7, 0.6], [-0.5, 0.2, -0.9], [0.8, 0.3, -0.6], [-0.7, 0.5, -0.8], [-0.1, -1.0, 0.5], [-0.5, 0.8, -0.3], [0.6, 0.0, -0.9], [0.7, -0.6, -0.3], [0.1, -0.8, 0.6], [4.2, -0.5, -0.6]],
  "fmax_ev_per_a": 4.616,
  "e_tot_ev": -93815.8878,
  "charge": -1,
  "gap_ha": 0.17313,
  "mol_weight_da": 326.13
}


# 2
{
  "formula": "C12H10CsN3O5S5",
  "method": "the ωB97M-V functional and the def2-TZVPD basis",
  "elements": ["Cs", "O", "C", "O", "C", "C", "C", "C", "C", "N", "C", "O", "O", "H", "H", "H", "C", "S", "C", "C", "S", "S", "C", "S", "S", "H", "H", "H", "N", "C", "N", "O", "H", "H", "H", "H"],
  "coordinates": [[0.6743, -0.2100, -0.1138], [-2.4969, 3.6486, 0.3094], [-1.5478, 2.8615, 0.1667], [-1.5916, 1.6015, 0.1143], [-0.1469, 3.4928, 0.0348], [-0.0175, 4.8770, 0.0421], [1.2500, 5.4240, -0.0773], [2.3427, 4.5818, -0.1982], [2.1317, 3.2065, -0.1974], [0.9088, 2.6871, -0.0832], [3.3273, 2.2291, -0.3335], [4.4454, 2.7636, -0.4281], [3.0185, 1.0141, -0.3335], [-0.9121, 5.4751, 0.1422], [1.3842, 6.5011, -0.0755], [3.3581, 4.9396, -0.2942], [-1.6805, -5.1499, -0.5880], [-0.4812, -5.9160, -1.7109], [0.8365, -6.2446, -0.6133], [1.6148, -5.2959, -0.0051], [1.5449, -3.6055, -0.1191], [2.8112, -6.0146, 1.0825], [2.4427, -7.6826, 0.8781], [3.2869, -8.9255, 1.6014], [1.1423, -7.9167, -0.2031], [-2.5276, -4.8307, -1.1967], [-1.2265, -4.2751, -0.1224], [-2.0143, -5.8675, 0.1612], [-4.1689, -2.4678, 0.1085], [-3.1610, -1.4991, 0.2604], [-3.6038, -0.2220, 0.3836], [-1.9853, -1.8236, 0.2681], [-5.0146, -2.2839, 0.6258], [-3.7990, -3.3916, 0.2733], [-4.5287, -0.0186, 0.0459], [-2.8990, 0.5314, 0.2584]],
  "atomic_forces_ev_per_a": [[-0.5, -1.0, 0.0], [0.0, 0.0, 0.0], [-0.1, 0.1, 0.0], [0.0, 0.2, 0.0], [0.0, 0.1, 0.0], [0.0, 0.0, 0.0], [0.0, 0.0, 0.0], [0.0, 0.0, 0.0], [0.0, 0.1, 0.0], [-0.1, 0.3, 0.0], [0.0, 0.0, 0.0], [0.0, 0.0, 0.0], [0.7, 0.5, -0.1], [0.0, 0.0, 0.0], [0.0, 0.0, 0.0], [0.0, 0.0, 0.0], [0.1, 0.0, 0.0], [0.0, 0.0, 0.0], [0.0, 0.0, 0.0], [-0.1, 0.0, 0.0], [0.1, -0.1, 0.0], [0.0, 0.0, 0.0], [0.1, 0.0, -0.1], [0.0, 0.0, 0.1], [0.0, 0.0, 0.0], [0.0, 0.0, 0.0], [0.0, 0.0, 0.0], [0.0, 0.0, 0.0], [0.0, 0.0, 0.1], [-0.1, 0.1, -0.1], [0.0, -0.1, -0.1], [-0.1, 0.0, 0.0], [0.0, 0.0, 0.0], [0.0, 0.0, 0.0], [0.0, 0.0, 0.0], [0.0, 0.1, 0.2]],
  "fmax_ev_per_a": 1.097,
  "e_tot_ev": -82044.1906,
  "charge": -2,
  "e_above_lowest_kj_mol": 7.80,
  "gap_ha": 0.22466,
  "mol_weight_da": 569.47
}